[1]
C32H37BrCuN9O4 | the ωB97M-V functional and the def2-TZVPD basis

Computed properties:
- charge = +1
- multiplicity = 2
- LUMO level (spin up / spin down) (eV) = -2.1 / -2.1
- highest occupied orbital energy (spin up / spin down) (Eh) = -0.3490 / -0.3831
- ΔE to the lowest compared entry with this formula, charge and spin (kcal per mole) = 2.3
- orbital gap (spin up / spin down) (eV) = 7.45 / 8.36

Last column: Mulliken charge in e.
Geometry (Å):
1 Cu -0.0270 0.0170 0.2298  0.360
2 C 2.9788 0.7671 1.2675  -1.030
3 O 2.2116 -0.2807 0.6538  0.389
4 C 2.8736 -1.4861 0.5230  0.482
5 C 4.2450 -1.6150 0.6458  -0.358
6 C 4.8205 -2.8675 0.4696  -0.540
7 Br 6.6965 -3.0236 0.6113  -0.186
8 C 4.0604 -3.9838 0.2108  -0.963
9 C 2.6738 -3.8586 0.1159  0.946
10 C 2.0967 -2.6055 0.2430  -0.105
11 O 0.7394 -2.3920 0.1270  -0.654
12 C 1.8706 -5.0765 -0.0948  0.167
13 N 2.3299 -6.1670 -0.6293  -0.729
14 C 1.2817 -7.0747 -0.5726  0.433
15 C 1.2233 -8.3994 -1.0049  -0.729
16 C 0.0456 -9.0903 -0.8074  -0.530
17 C -1.0654 -8.4896 -0.1904  -0.500
18 C -1.0281 -7.1773 0.2380  -0.903
19 C 0.1628 -6.4876 0.0276  0.837
20 N 0.5579 -5.1943 0.3131  0.105
21 H 3.7748 1.1023 0.6025  0.349
22 H 3.4080 0.4148 2.2056  0.605
23 H 2.2903 1.5811 1.4523  -0.076
24 H 4.8774 -0.7670 0.8587  0.544
25 H 4.5053 -4.9610 0.0883  0.601
26 H 0.3904 -2.8880 -0.6267  0.346
27 H 2.0810 -8.8617 -1.4766  0.447
28 H -0.0284 -10.1204 -1.1310  0.383
29 H -1.9673 -9.0709 -0.0471  0.403
30 H -1.8836 -6.7173 0.7192  0.397
31 H 0.0477 -4.5113 0.8437  -0.012
32 C -1.4743 -1.9653 2.6568  -1.655
33 C -2.1467 -1.8757 1.3283  1.039
34 N -1.7173 -1.1732 0.3021  0.505
35 C -2.6177 -1.3689 -0.7285  -1.188
36 C -3.5928 -2.2138 -0.3186  -0.478
37 N -3.2915 -2.5245 0.9927  0.291
38 C -4.0972 -3.3888 1.8398  -1.122
39 N -5.4305 -2.8837 1.9764  0.731
40 N -6.4785 -3.6694 1.5930  -0.593
41 N -7.5684 -3.0591 1.8431  -0.574
42 C -7.2666 -1.8302 2.4082  0.049
43 C -8.1050 -0.8028 2.8451  -0.694
44 C -7.5050 0.3238 3.3589  -0.566
45 C -6.1022 0.4397 3.4379  -0.686
46 C -5.2629 -0.5660 3.0100  -0.388
47 C -5.8845 -1.7091 2.4993  1.381
48 H -0.4946 -1.4970 2.5815  0.131
49 H -1.3351 -2.9988 2.9784  0.446
50 H -2.0424 -1.4517 3.4356  0.409
51 H -2.4959 -0.8865 -1.6851  0.608
52 H -4.4694 -2.6021 -0.8129  0.568
53 H -3.6084 -3.4780 2.8067  0.533
54 H -4.1949 -4.3729 1.3913  0.398
55 H -9.1811 -0.8997 2.7768  0.438
56 H -8.1172 1.1448 3.7085  0.375
57 H -5.6737 1.3477 3.8437  0.399
58 H -4.1867 -0.4639 3.0625  0.155
59 C -2.4076 1.9732 -1.5932  -0.690
60 O -2.0780 1.6966 -0.3071  -0.384
61 H -3.3853 1.6405 -1.9070  0.354
62 H -1.8391 2.7164 -2.1388  0.290
63 H -1.2483 2.1656 -0.0913  0.357
64 C 2.4864 2.6400 -1.6917  -1.115
65 N 2.0375 3.6365 -0.7267  0.324
66 C 2.6736 4.9511 -0.7665  -0.705
67 C 1.6211 6.0293 -0.6157  -0.657
68 C 0.8926 5.8002 0.6901  -0.675
69 N 0.4858 4.4002 0.8284  0.274
70 C -0.5009 4.1436 1.8686  -1.100
71 C 0.9900 3.3889 0.0870  0.334
72 O 0.4991 2.2305 0.1574  -0.507
73 H 3.5592 2.4741 -1.5859  0.357
74 H 2.2903 2.9825 -2.7103  0.384
75 H 1.9635 1.7061 -1.5259  0.155
76 H 3.1998 5.0377 -1.7141  0.430
77 H 3.4165 5.0341 0.0324  0.256
78 H 0.9223 5.9766 -1.4536  0.310
79 H 2.0777 7.0174 -0.6163  0.371
80 H -0.0072 6.4132 0.7432  0.356
81 H 1.5282 6.0780 1.5361  0.335
82 H -0.1318 4.5204 2.8249  0.382
83 H -0.6869 3.0792 1.9606  0.215
84 H -1.4382 4.6492 1.6341  0.356



[2]
C32H37Cl2IrN8S | the ωB97M-V functional and the def2-TZVPD basis

Computed properties:
- charge = +3
- multiplicity = 6
- LUMO level (spin up / spin down) (eV) = -7.1 / -10.9
- highest occupied orbital energy (spin up / spin down) (Eh) = -0.4489 / -0.5627
- orbital gap (spin up / spin down) (eV) = 5.10 / 4.45

Last column: Mulliken charge in e.
Geometry (Å):
1 Ir -0.4027 -0.1115 1.0004  1.417
2 C -1.1006 0.1177 5.2976  -0.811
3 C 0.1985 0.0835 5.7941  -0.749
4 C 1.2561 -0.0061 4.9104  -0.680
5 C 1.0097 -0.0580 3.5454  1.073
6 N -0.2587 -0.0401 3.0730  0.555
7 C -1.2849 0.0480 3.9359  -0.348
8 C 2.0334 -0.0782 2.4983  0.005
9 C 3.3972 -0.0883 2.7436  -0.642
10 C 4.2909 -0.0457 1.6794  -0.961
11 C 3.8290 -0.0011 0.3659  -0.887
12 C 2.4686 -0.0094 0.1025  -0.755
13 C 1.5613 -0.0465 1.1651  0.430
14 H -1.9557 0.1903 5.9548  0.503
15 H 0.3804 0.1301 6.8600  0.478
16 H 2.2727 -0.0206 5.2768  0.545
17 H -2.2787 0.0478 3.5094  0.468
18 H 3.7803 -0.1286 3.7551  0.472
19 H 5.3551 -0.0403 1.8755  0.457
20 H 4.5335 0.0395 -0.4542  0.502
21 H 2.1252 0.0121 -0.9230  0.475
22 N -0.6569 0.8989 -6.1315  0.013
23 C -0.5670 0.3986 -7.4372  0.567
24 C -0.6559 0.9684 -8.6553  -0.790
25 C -0.4911 0.1017 -9.7775  -0.395
26 C -0.2177 -1.2666 -9.6373  -0.511
27 C -0.1011 -1.8368 -8.3959  -0.659
28 C -0.2534 -0.9909 -7.2547  0.785
29 N -0.1334 -1.2970 -5.9747  -0.539
30 C -0.4020 -0.1213 -5.2810  0.073
31 C -0.4025 -0.0586 -3.8741  0.717
32 C -0.0896 -1.2332 -3.1302  -0.791
33 C -0.1097 -1.2093 -1.7754  -0.327
34 N -0.4345 -0.0922 -1.0414  0.062
35 C -0.7051 1.0514 -1.7505  -0.543
36 C -0.6967 1.1090 -3.1080  -0.889
37 H -0.8529 1.8522 -5.8822  0.185
38 H -0.8158 2.0291 -8.7976  0.423
39 H -0.5785 0.5238 -10.7701  0.415
40 H -0.1068 -1.8771 -10.5225  0.424
41 H 0.0726 -2.8957 -8.2639  0.462
42 H 0.1636 -2.1414 -3.6586  0.539
43 H 0.1497 -2.0938 -1.2106  0.370
44 H -0.9434 1.9303 -1.1631  0.474
45 H -0.9265 2.0542 -3.5837  0.294
46 C 1.5842 5.9779 0.7027  -0.732
47 N 0.2094 5.8721 1.2126  0.219
48 C -0.6305 6.9048 1.4030  0.061
49 C -1.8196 6.3952 1.8955  -0.451
50 N -1.6608 5.0634 1.9770  0.099
51 C -0.4106 4.6962 1.5633  -0.269
52 S 0.2575 3.1746 1.5256  -0.054
53 H 1.8568 7.0275 0.6654  0.314
54 H 1.6418 5.5467 -0.2931  0.326
55 H 2.2588 5.4448 1.3658  0.327
56 H -0.3568 7.9268 1.1920  0.437
57 H -2.7292 6.9007 2.1773  0.441
58 H -2.3497 4.4135 2.3279  0.201
59 C -0.8897 -3.6547 4.1356  -1.514
60 C 0.3032 -4.0087 3.2548  1.111
61 C 0.0159 -5.2931 2.4701  -1.695
62 C 1.5554 -4.1724 4.1048  -1.648
63 N 0.5972 -2.8737 2.3449  0.199
64 N -0.4249 -2.4765 1.4592  -0.672
65 H -1.0553 -4.4602 4.8512  0.516
66 H -1.8233 -3.5523 3.5711  0.393
67 H -0.7039 -2.7353 4.6938  0.224
68 H -0.0438 -6.1492 3.1433  0.468
69 H 0.8132 -5.4925 1.7501  0.391
70 H -0.9364 -5.2312 1.9360  0.313
71 H 1.3908 -4.9310 4.8695  0.439
72 H 1.8084 -3.2317 4.5999  0.323
73 H 2.4064 -4.4915 3.4971  0.410
74 H 1.4878 -2.9397 1.8712  0.382
75 H -1.3192 -2.6005 1.9245  0.277
76 H -0.4525 -3.0107 0.5904  0.214
77 Cl -2.9767 -0.7610 0.9455  -0.018
78 C -4.5551 0.0268 0.5313  -0.531
79 Cl -4.3962 1.0854 -0.8462  -0.082
80 H -4.8741 0.5960 1.3940  0.313
81 H -5.2343 -0.7846 0.3040  0.365



[3]
C32H37F6Ge2N3O3Sn | the ωB97M-V functional and the def2-TZVPD basis

Computed properties:
- charge = +2
- LUMO level (eV) = -7.0
- highest occupied orbital energy (Eh) = -0.5157
- ΔE to the lowest compared entry with this formula, charge and spin (kcal per mole) = 29.2
- orbital gap (eV) = 7.01

Last column: Mulliken charge in e.
Geometry (Å):
1 Sn -1.4260 -0.4215 0.1390  1.012
2 O -4.5522 -2.8084 -0.8102  -0.518
3 C -4.0727 -1.7498 -0.5370  -0.014
4 N -3.1109 -1.5566 0.4953  0.165
5 C -3.3296 -2.1425 1.7403  0.269
6 O -4.3207 -2.7192 2.0888  -0.554
7 C -2.1896 -1.9116 2.6979  0.163
8 C -2.1722 -2.5293 3.9298  -0.620
9 C -1.0874 -2.3026 4.7662  -0.542
10 C -0.0671 -1.4588 4.3444  -0.843
11 C -0.1551 -0.8808 3.0958  -0.144
12 N -1.2029 -1.1058 2.2907  0.419
13 C -4.4784 -0.4767 -1.2314  0.405
14 C -5.6416 -0.4631 -1.9789  -0.852
15 C -6.0810 0.7461 -2.4927  -0.451
16 C -5.3461 1.8902 -2.2219  -1.048
17 C -4.1871 1.7779 -1.4753  -0.047
18 N -3.7410 0.6130 -0.9914  0.306
19 H -2.9990 -3.1727 4.1983  0.616
20 H -1.0334 -2.7869 5.7333  0.471
21 H 0.7861 -1.2502 4.9748  0.510
22 H 0.6243 -0.2322 2.7143  0.518
23 H -6.1781 -1.3907 -2.1248  0.529
24 H -6.9886 0.7999 -3.0799  0.466
25 H -5.6643 2.8603 -2.5817  0.448
26 H -3.6066 2.6606 -1.2389  0.532
27 C 4.2118 -2.0083 -2.2906  -1.370
28 C 3.1141 -1.0014 -1.9239  -0.771
29 Ge 2.2616 -1.0967 -0.1738  1.163
30 C 3.0885 -1.6681 1.4879  -0.793
31 C 4.5454 -2.1405 1.3373  -1.410
32 C 2.1573 0.8389 0.1485  -1.257
33 C 1.5041 1.9932 0.0613  1.358
34 Ge -0.3841 2.2642 -0.1754  -0.636
35 C -0.9355 2.2605 -2.0270  0.046
36 C -0.0002 1.3686 -2.8550  -1.255
37 C -1.4922 2.7609 1.3627  0.016
38 C -1.6461 4.2758 1.5841  -1.613
39 C 2.1308 3.3451 0.0743  0.507
40 C 1.3004 4.4658 0.0492  -0.381
41 C 1.7951 5.7606 0.0300  -1.478
42 C 3.1667 5.9496 0.0360  -0.435
43 C 4.0176 4.8473 0.0439  -0.908
44 C 3.5083 3.5588 0.0577  -0.507
45 H 4.6074 -1.7546 -3.2753  0.443
46 H 3.8420 -3.0264 -2.3472  0.298
47 H 5.0430 -1.9813 -1.5854  0.311
48 H 2.3195 -0.9871 -2.6715  0.395
49 H 3.5295 0.0094 -1.8770  0.827
50 H 2.4695 -2.4418 1.9380  0.394
51 H 3.0419 -0.7834 2.1270  0.691
52 H 4.6098 -3.0736 0.7793  0.314
53 H 4.9864 -2.3107 2.3203  0.433
54 H 5.1667 -1.3982 0.8303  0.344
55 H 3.2364 0.9806 0.3259  -0.012
56 H -0.8929 3.3007 -2.3607  0.600
57 H -1.9689 1.9352 -2.0884  0.129
58 H 1.0483 1.6320 -2.7113  0.343
59 H -0.2271 1.4846 -3.9152  0.543
60 H -0.1245 0.3147 -2.6012  0.206
61 H -1.0088 2.2959 2.2242  0.382
62 H -2.4715 2.3039 1.2224  0.454
63 H -0.6853 4.7623 1.7413  0.533
64 H -2.2475 4.4512 2.4762  0.428
65 H -2.1512 4.7625 0.7479  0.359
66 H 0.2083 4.3491 0.0445  0.760
67 H 1.1229 6.6098 0.0103  0.482
68 H 3.5734 6.9533 0.0291  0.426
69 H 5.0900 4.9968 0.0318  0.425
70 H 4.1991 2.7244 0.0464  0.440
71 C -0.9721 -3.8667 -0.0733  -2.304
72 C 0.3232 -3.2734 -0.6006  1.483
73 O 0.5712 -1.9376 -0.1247  -0.086
74 C 1.4325 -4.2405 -0.1256  0.061
75 F 1.2711 -5.4472 -0.6495  -0.247
76 F 1.3916 -4.3412 1.2111  -0.270
77 F 2.6626 -3.8063 -0.4463  -0.036
78 C 0.2267 -3.2522 -2.1616  0.012
79 F -0.3769 -2.0908 -2.5315  -0.198
80 F -0.5175 -4.2459 -2.6272  -0.284
81 F 1.4127 -3.2971 -2.7687  -0.202
82 H -1.0030 -3.7561 1.0071  0.398
83 H -1.0253 -4.9238 -0.3160  0.624
84 H -1.8359 -3.3929 -0.5269  0.625



For the records above, the corresponding energy values read -170061.5967; -84397.6563; -179552.2324 eV.